No. 1
The following is a quantum chemistry calculation of 2 unconnected molecules or ions with the total composition C9H14O, from the OMol25 dataset.

Geometry as XYZ:
```
24
Properties=species:S:1:pos:R:3:forces:R:3
O -1.111932 -1.436846 -1.967258 0.604 -0.065 -0.529
C -0.773144 3.173733 1.005576 0.988 0.785 0.976
C 1.551709 -1.553919 0.519550 0.690 0.684 0.113
C -0.700076 1.876941 0.312395 -0.285 0.234 -0.263
C -1.698715 -0.256198 -0.115366 1.203 0.146 -0.089
C 0.087544 1.775771 -0.875798 -0.312 -0.173 0.025
C -1.515788 0.789419 0.729098 -0.229 -0.043 -0.171
C 1.559912 -3.060633 0.737570 -0.707 -0.215 -0.589
C -0.070918 0.731424 -1.737272 0.987 -0.174 0.374
C -0.884600 -0.333391 -1.305630 -1.801 -0.026 0.190
H -2.322212 -1.111922 0.061192 -0.267 -0.108 0.282
H -0.493662 3.088948 2.054022 -0.180 -0.513 0.423
H 0.870624 -0.991981 1.159050 -0.239 -0.167 -0.066
H 1.433608 -1.245459 -0.523572 -0.484 -0.301 0.012
H -2.017784 0.821255 1.689386 -0.106 0.166 -0.146
H 0.797442 2.562355 -1.076214 -0.058 0.164 -0.196
H 2.522722 -1.105475 0.726272 0.253 -0.204 0.260
H 1.697751 -3.550871 -0.227071 0.636 -0.147 0.146
H -0.576650 -1.507892 -2.776891 -0.095 -0.041 0.052
H 0.541268 0.629453 -2.629410 -0.181 0.081 0.023
H 0.591074 -3.467377 1.030240 -0.111 0.302 0.334
H -1.750884 3.658602 1.050546 -0.133 -0.305 -0.382
H 2.288408 -3.386768 1.475482 0.078 -0.006 -0.172
H -0.025692 3.900837 0.684104 -0.251 -0.077 -0.607
```
Positions in Å, forces in eV/Å.

Computed properties:
multiplicity	2
total charge	+1
Kohn-Sham gap (alpha / beta)	10.0 / 7.3	eV
HOMO (alpha / beta)	-13.8121 / -14.6612	eV
LUMO energy (alpha / beta)	-3.8 / -7.3	eV
expectation value of S²	0.768



No. 2
The following is a quantum chemistry calculation of a single C9H14O2 molecule, from the OMol25 dataset.

Geometry as XYZ:
```
25
Properties=species:S:1:pos:R:3:forces:R:3
O -3.341605 0.960221 0.117009 0.636 -0.170 -0.334
O -2.793127 -1.172121 -0.021976 2.255 -0.384 -1.019
C -2.474796 0.169185 -0.165847 -2.920 -1.262 1.178
C -0.272249 -0.445115 -1.289525 1.102 1.316 0.234
C 0.003494 -0.490816 1.538837 -0.185 -1.439 -2.849
C -1.113214 0.529842 -0.519399 -0.240 2.394 0.022
C 1.818810 0.592840 -0.497440 0.038 1.708 0.555
C -0.343131 0.792957 0.794477 -0.252 1.653 0.429
C 1.114448 -0.676537 -0.689047 -1.225 -1.792 0.292
C 0.884374 1.563260 0.309576 0.894 1.065 -1.421
C 0.972390 -1.375539 0.637609 -2.230 0.076 -0.194
H 1.588352 -1.314466 -1.403251 0.796 -0.465 -0.403
H -0.768773 -1.306236 -1.601783 -0.785 -1.854 -0.153
H 0.668855 -2.434238 0.482998 -0.148 0.660 0.355
H 2.785847 0.461622 -0.022176 0.124 -0.133 0.130
H 1.866842 -1.368256 1.145357 2.347 -0.368 0.934
H 0.600412 2.358037 -0.476631 -0.060 -1.007 1.500
H 0.509877 -0.267468 2.413618 0.689 0.431 1.916
H 1.434861 2.136675 1.068550 -0.204 -0.491 0.110
H -0.024001 0.003405 -2.191359 0.134 0.980 -2.108
H 1.982747 1.052316 -1.449777 0.424 0.288 -0.691
H -1.983183 -1.694139 -0.341323 -1.817 0.856 0.769
H -0.876395 -1.096110 1.723330 -0.321 0.268 0.465
H -0.905825 1.457022 1.480264 -0.049 -0.363 -0.523
H -1.335007 1.563660 -1.042100 0.996 -1.968 0.807
```
Positions in Å, forces in eV/Å.

Computed properties:
Kohn-Sham gap	10.7	eV
HOMO	-10.0853	eV
LUMO energy	0.6	eV



No. 3
The following is a quantum chemistry calculation of 2 unconnected molecules or ions with the total composition C9H14OS, from the OMol25 dataset.

Geometry as XYZ:
```
25
Properties=species:S:1:pos:R:3:forces:R:3
S 1.873541 -0.917075 -2.372513 -0.116 1.400 -0.040
O -3.260690 1.641899 -1.221755 -1.254 0.523 -1.894
C 2.362208 -1.398581 -0.761726 0.152 -1.668 0.755
C -1.129298 1.168052 1.597849 0.657 -0.667 -0.083
C -1.468360 -0.988747 0.658704 0.595 -0.215 -1.228
C -2.508612 0.961658 -0.397469 2.742 -0.900 2.232
C -2.170035 -0.411246 -0.398323 -1.377 0.796 -0.724
C -1.851477 1.739280 0.590683 -0.053 0.553 -0.258
C 2.518768 0.770810 -2.491664 0.958 0.298 1.189
C -0.836107 -0.201515 1.596371 -0.784 -0.231 1.131
C 0.060623 -0.758159 2.666770 -1.429 -0.465 0.370
H 0.223880 -1.821045 2.528343 0.839 -0.117 -0.657
H -0.487223 -0.864421 3.633295 0.627 1.057 -0.296
H 0.931893 -0.106350 2.646206 0.304 -0.522 0.825
H -2.476017 -1.044625 -1.237561 -0.301 0.151 0.385
H -1.733398 2.827792 0.568094 -1.104 -0.273 -0.319
H 2.773882 1.129672 -1.475709 -0.500 -0.233 -0.420
H 2.586567 -0.669274 0.006939 -0.468 0.625 -0.258
H -3.712479 1.088756 -1.873378 0.092 -0.009 0.149
H -1.365602 -2.079697 0.587935 0.274 0.435 0.376
H 2.005441 1.570800 -3.032592 -0.652 -0.775 -0.094
H 3.292810 -1.983763 -0.838479 0.006 0.006 -0.384
H 3.496856 0.685478 -2.961125 0.230 -0.300 -0.380
H -0.757737 1.820407 2.383026 0.305 -0.153 -0.134
H 1.630568 -2.160108 -0.401923 0.256 0.683 -0.241
```
Positions in Å, forces in eV/Å.

Computed properties:
multiplicity	2
total charge	+1
Kohn-Sham gap (alpha / beta)	7.6 / 2.5	eV
HOMO (alpha / beta)	-10.9026 / -10.8583	eV
LUMO energy (alpha / beta)	-3.3 / -8.3	eV
expectation value of S²	0.753



No. 4
The following is a quantum chemistry calculation of 2 unconnected molecules or ions with the total composition C9H14OSe, from the OMol25 dataset.

Geometry as XYZ:
```
25
Properties=species:S:1:pos:R:3:forces:R:3
Se -1.620112 -1.236235 0.069784 -1.922 -1.577 0.321
O 0.967379 -0.916591 -1.759355 -2.685 1.793 1.302
C -0.157417 -0.224279 0.059262 2.455 1.288 1.381
C -0.523121 1.239625 0.096132 2.226 1.231 2.408
C -1.651410 1.249362 1.103606 -0.645 0.112 2.721
C 1.170459 -0.796832 -0.330738 -0.554 2.221 -1.342
C -2.491339 1.057798 -1.088696 0.996 0.425 2.988
C 2.466632 0.073334 -0.094668 -1.059 -0.854 -1.554
C -2.680447 0.496072 0.334069 -1.114 -1.208 -1.920
C -1.265500 1.558122 -1.126837 1.011 1.427 -2.493
C 1.395399 -2.088264 0.271149 2.737 -4.625 1.937
H 0.534055 -0.286011 2.595809 -0.038 0.057 -0.426
H 2.354634 1.065888 -0.569320 0.288 -0.649 -0.099
H 1.644847 -1.382948 -2.121386 3.213 -2.173 -1.712
H -1.522067 0.742078 2.103366 0.598 0.515 -1.085
H 2.470497 0.239778 0.950650 0.774 0.029 1.206
H -3.159514 0.939815 -1.846198 -1.766 -0.179 -1.989
H 2.444927 -2.381693 -0.049256 -0.930 0.005 0.441
H -0.703463 2.019949 -1.979859 -0.945 -0.677 0.650
H 0.836019 -2.999826 0.035698 -0.718 0.667 -1.005
H 1.400221 -2.288221 1.388824 0.119 1.508 -0.987
H 3.340820 -0.560296 -0.509597 -1.241 1.427 0.858
H -1.866687 2.286249 1.326779 -0.699 0.335 -0.145
H -3.721330 0.194395 0.692113 1.592 0.829 -0.329
H 0.336516 1.998719 0.448659 -1.692 -1.926 -1.129
```
Positions in Å, forces in eV/Å.

Computed properties:
Kohn-Sham gap (alpha / beta)	8.7 / 6.0	eV
HOMO (alpha / beta)	-8.4081 / -6.6347	eV
LUMO energy (alpha / beta)	0.3 / -0.7	eV



No. 5
The following is a quantum chemistry calculation of 2 unconnected molecules or ions with the total composition C9H14S, from the OMol25 dataset.

Geometry as XYZ:
```
24
Properties=species:S:1:pos:R:3:forces:R:3
S -3.496768 -2.289017 -0.763544 0.036 -0.193 0.304
C -1.725583 -2.277429 -1.150452 0.427 0.089 -0.698
C 0.970406 2.372944 0.413495 0.372 0.149 -0.077
C -1.441713 -2.559235 -2.628845 -0.099 -0.686 0.503
C 3.175169 2.193700 1.636494 -0.002 -0.037 -0.193
C 0.070244 0.023730 1.510991 0.020 -0.815 -0.168
C -0.326954 1.961727 0.179857 0.061 -0.376 -0.059
C 1.370412 0.443054 1.746743 -0.036 0.175 0.356
C 1.832685 1.647368 1.235983 -0.203 0.192 -0.139
C -0.779930 0.746866 0.703908 -0.257 1.341 -0.228
H 3.403269 3.130465 1.129701 -0.068 -0.008 -0.073
H -0.419570 -2.272672 -2.863659 0.032 0.054 -0.146
H -1.325771 -1.306985 -0.939695 -0.016 0.712 0.227
H -0.966829 2.600938 -0.415765 -0.097 -0.188 -0.071
H -2.144801 -2.035511 -3.266974 0.076 0.276 -0.140
H -0.260872 -0.922432 1.921524 -0.022 0.013 0.087
H -1.555677 -3.626613 -2.832280 0.017 0.043 -0.076
H -1.143878 -2.942870 -0.512663 -0.399 -0.322 0.039
H -1.812241 0.492126 0.499533 0.057 -0.399 0.200
H 3.173897 2.401049 2.707238 0.141 -0.088 0.025
H -3.917746 -2.391641 -2.026597 -0.042 0.001 -0.036
H 1.339434 3.263838 -0.085568 -0.060 0.114 0.251
H 2.011305 -0.141062 2.398248 -0.009 -0.024 -0.034
H 3.971512 1.487662 1.402327 0.072 -0.023 0.144
```
Positions in Å, forces in eV/Å.

Computed properties:
Kohn-Sham gap	9.9	eV
HOMO	-8.9521	eV
LUMO energy	0.9	eV



No. 6
The following is a quantum chemistry calculation of a molecular structure, C9H15AsO7P2RuTe4, from the OMol25 dataset.

Geometry as XYZ:
```
39
Properties=species:S:1:pos:R:3:forces:R:3
Te -1.362721 -5.326238 2.865059 0.045 0.054 0.001
Te -3.146334 -7.146094 2.371836 -0.033 -0.027 -0.017
Te -1.613994 -3.579691 0.798008 -0.012 -0.019 -0.004
Te 0.898249 -2.582249 1.189787 0.022 -0.051 0.072
Ru 0.570001 -0.616635 -0.387545 -0.034 0.111 -0.154
As 2.528227 0.492170 0.250746 -0.025 0.014 0.054
P -1.686090 1.694099 -0.008494 0.083 0.086 -0.083
P -1.222262 -0.032184 -2.175420 0.036 0.089 -0.003
O -1.368072 -1.248988 -1.283302 -0.016 -0.017 -0.031
O -1.952162 -0.219934 -3.578157 -0.036 -0.032 0.051
O -0.298647 1.150582 0.289161 -0.014 -0.078 0.102
O -2.036997 1.190619 -1.531389 0.002 -0.117 -0.017
O -2.831935 1.489141 0.883877 -0.052 -0.028 0.059
O -1.447414 3.270896 -0.251878 0.029 0.042 -0.012
O 0.220554 0.351580 -2.379095 -0.007 -0.039 0.029
C 5.971247 3.932346 -0.237892 -0.003 -0.004 -0.002
C 3.705606 3.090627 -0.382113 -0.014 0.000 -0.002
C 4.219757 5.021472 0.982634 0.001 0.002 0.002
C 4.315379 -0.271291 0.228503 0.000 0.003 -0.005
C 2.718217 2.087099 -0.879741 0.011 0.021 -0.002
C 2.459539 1.218459 2.045756 0.002 0.000 -0.014
C 5.051791 3.020590 -0.736975 0.008 0.003 0.002
C 5.559430 4.935803 0.627348 -0.001 0.001 0.001
C 3.303730 4.108862 0.482573 0.002 -0.003 -0.003
H 2.971039 1.714952 -1.873315 -0.007 -0.006 0.001
H 3.885411 5.804712 1.651711 0.000 0.000 0.000
H 2.473462 0.376525 2.737651 0.008 0.009 0.009
H 5.378837 2.243399 -1.418694 0.000 -0.001 0.000
H -2.778210 -0.706053 -3.467505 0.006 0.015 -0.024
H 5.051253 0.468568 0.542867 0.010 -0.009 0.001
H 6.274924 5.648605 1.017218 0.000 0.000 0.000
H 4.549469 -0.626918 -0.774032 -0.010 0.001 -0.004
H 1.706357 2.490760 -0.929491 -0.003 -0.006 0.000
H 7.011988 3.860294 -0.529139 0.000 0.000 0.000
H 3.292793 1.890403 2.247921 0.003 -0.004 0.001
H 1.507763 1.736958 2.150650 0.006 -0.001 -0.004
H -2.211770 3.739389 0.100940 -0.001 -0.009 -0.004
H 2.257920 4.179641 0.759320 0.001 0.000 0.000
H 4.334165 -1.120578 0.911311 -0.003 0.000 0.001
```
Positions in Å, forces in eV/Å.

Computed properties:
multiplicity	2
total charge	-1
Kohn-Sham gap (alpha / beta)	6.5 / 5.0	eV
HOMO (alpha / beta)	-4.4033 / -4.3651	eV
LUMO energy (alpha / beta)	2.1 / 0.6	eV
expectation value of S²	0.766



No. 7
The following is a quantum chemistry calculation of a molecular structure, C9H15BCrF2N7O7, from the OMol25 dataset.

Geometry as XYZ:
```
42
Properties=species:S:1:pos:R:3:forces:R:3
Cr 1.039886 0.674472 0.353977 -0.689 -0.204 -0.110
F -0.397513 -1.707057 1.739397 0.027 -0.065 0.033
F -1.470598 0.259436 2.221716 0.048 0.043 0.116
O -2.303314 1.514836 -0.231403 0.099 -0.101 -0.145
O 1.549772 0.924975 -2.495001 -0.081 -0.089 -0.002
O 1.453736 -1.124733 -0.655560 0.055 0.142 0.110
O 0.726118 2.986676 2.401292 -0.090 0.041 0.062
O 1.415999 -2.637399 -2.276179 0.025 0.065 0.011
O -2.274275 -0.007026 -1.998236 0.123 -0.082 0.074
O -1.534163 -0.692775 -0.000896 -0.036 0.028 0.005
N 5.368891 -0.733666 3.289353 0.090 -0.031 -0.020
N 3.659365 0.053001 1.889683 0.088 -0.060 0.050
N 4.042436 -0.647718 2.909471 -0.180 0.057 -0.118
N 0.287804 2.428814 1.201746 0.309 -0.200 -0.210
N 3.082368 -1.193800 3.617439 0.049 0.039 0.112
N 2.341996 -0.028100 1.907264 -0.111 0.119 0.069
N -0.329706 1.273567 -1.088953 0.717 0.364 0.404
C -1.222155 2.338142 -0.617531 -0.085 -0.075 -0.061
C -1.457709 4.144604 1.244070 -0.033 -0.023 -0.026
C 2.004556 -0.788456 2.962445 0.100 -0.027 -0.104
C -1.805982 0.279525 -0.906568 -0.591 -0.098 0.079
C 0.159943 1.311721 -2.429655 -0.099 0.019 -0.139
C -1.678956 3.354855 -1.652024 0.006 -0.037 0.013
C 1.742071 -0.381779 -2.936515 0.065 -0.028 -0.003
C -0.710804 3.000294 0.657805 0.047 -0.037 0.127
C 1.508147 -1.394110 -1.840936 -0.057 -0.032 0.061
B -0.847089 -0.484254 1.239736 0.180 0.167 -0.445
H -2.520054 3.895686 1.239817 0.002 -0.014 -0.001
H -2.496568 3.938340 -1.232496 -0.007 -0.004 0.012
H -1.324411 5.028492 0.617712 0.005 0.016 0.024
H 1.033245 2.225362 2.909487 0.013 -0.001 -0.034
H -1.130885 4.363662 2.254622 0.003 -0.009 -0.006
H -0.444822 0.618090 -3.032162 0.001 0.034 -0.033
H 1.228801 -3.212915 -1.516532 -0.023 -0.002 0.014
H 5.925206 -0.453105 2.488945 -0.015 0.033 -0.001
H 5.558310 -1.703455 3.519344 -0.020 0.002 0.025
H -0.885516 4.038013 -1.962992 0.021 -0.010 0.009
H 0.991512 -1.060361 3.203497 0.008 -0.014 0.008
H 2.788115 -0.495001 -3.236478 -0.011 0.017 -0.027
H 1.121166 -0.643422 -3.797932 -0.032 0.013 0.031
H -2.070360 2.812004 -2.511171 0.000 0.019 -0.015
H 0.105638 2.302068 -2.876797 0.080 0.022 0.048
```
Positions in Å, forces in eV/Å.

Computed properties:
multiplicity	4
Kohn-Sham gap (alpha / beta)	7.9 / 5.9	eV
HOMO (alpha / beta)	-8.0032 / -5.9393	eV
LUMO energy (alpha / beta)	-0.1 / -0.1	eV
expectation value of S²	4.052



Number 1: maximum force 0.035 Eh/bohr, electronic energy -11599.22800 eV. Number 2: maximum force 0.066 Eh/bohr, electronic energy -13654.70077 eV. Number 3: maximum force 0.071 Eh/bohr, electronic energy -22433.23990 eV. Number 4: maximum force 0.111 Eh/bohr, electronic energy -76947.09714 eV. Number 5: maximum force 0.027 Eh/bohr, electronic energy -20395.14065 eV. Number 6: maximum force 0.004 Eh/bohr, electronic energy -135090.84796 eV. Number 7: maximum force 0.018 Eh/bohr, electronic energy -68872.50712 eV.